{
  "formula": "C44H88O11",
  "method": "ωB97M-V/def2-TZVPD",
  "species": ["C", "C", "C", "O", "C", "H", "H", "H", "H", "H", "H", "H", "H", "C", "C", "C", "O", "C", "H", "H", "H", "H", "H", "H", "H", "H", "C", "C", "C", "O", "C", "H", "H", "H", "H", "H", "H", "H", "H", "C", "C", "C", "O", "C", "H", "H", "H", "H", "H", "H", "H", "H", "C", "C", "C", "O", "C", "H", "H", "H", "H", "H", "H", "H", "H", "C", "C", "C", "O", "C", "H", "H", "H", "H", "H", "H", "H", "H", "C", "C", "C", "O", "C", "H", "H", "H", "H", "H", "H", "H", "H", "C", "C", "C", "O", "C", "H", "H", "H", "H", "H", "H", "H", "H", "C", "C", "C", "O", "C", "H", "H", "H", "H", "H", "H", "H", "H", "C", "C", "C", "O", "C", "H", "H", "H", "H", "H", "H", "H", "H", "C", "C", "C", "O", "C", "H", "H", "H", "H", "H", "H", "H", "H"],
  "positions_angstrom": [[-2.496054, -3.058683, -2.123426], [-3.851014, -3.560063, -1.608756], [-4.718014, -3.214253, -2.793456], [-4.112324, -1.999383, -3.292406], [-2.813964, -1.715483, -2.701076], [-2.141884, -3.655713, -2.963786], [-1.724234, -3.077403, -1.353986], [-4.249384, -3.015943, -0.752406], [-4.001144, -4.618403, -1.395546], [-5.764934, -3.026683, -2.554996], [-4.762574, -3.942833, -3.602946], [-2.738554, -0.912483, -1.967856], [-2.049674, -1.340033, -3.381526], [-0.407364, 2.103067, -7.743456], [-1.142124, 3.362657, -7.817506], [-2.006094, 3.309767, -9.062136], [-2.094924, 1.950547, -9.319346], [-1.375344, 1.197757, -8.378476], [-0.067574, 1.810587, -6.749926], [0.472626, 2.249117, -8.369856], [-0.472784, 4.221107, -7.873736], [-1.708184, 3.511897, -6.898046], [-1.377934, 3.752957, -9.834856], [-2.980654, 3.776887, -8.920216], [-0.894174, 0.356287, -8.876976], [-1.981834, 0.741437, -7.596146], [4.097636, 0.044227, 4.340164], [5.204926, -0.181693, 5.371664], [5.105366, -1.683243, 5.650084], [3.747876, -2.025963, 5.383174], [3.114956, -1.084723, 4.469944], [4.369536, 0.132837, 3.288344], [3.593196, 0.976737, 4.593284], [5.007266, 0.327057, 6.315164], [6.211886, 0.115947, 5.079164], [5.402226, -1.880113, 6.680234], [5.749246, -2.155073, 4.907864], [2.152976, -0.792483, 4.891004], [3.032856, -1.604433, 3.515344], [-0.029264, -3.792443, 7.399344], [1.359576, -3.894673, 6.681734], [1.163286, -5.485923, 6.410564], [-0.181064, -5.593313, 5.899284], [-0.991894, -4.699393, 6.556334], [-0.486684, -2.811923, 7.531384], [0.131346, -4.088353, 8.436044], [2.162326, -3.686533, 7.389104], [1.302806, -3.372433, 5.726674], [1.146256, -6.101423, 7.309984], [1.972006, -5.795683, 5.748644], [-1.650434, -5.352393, 7.129054], [-1.540004, -4.066633, 5.858274], [-3.061604, -0.095353, 3.757874], [-4.479144, 0.367027, 4.222714], [-5.396284, 0.089837, 3.009084], [-4.483154, -0.337063, 1.904224], [-3.182424, 0.055127, 2.209944], [-2.740444, -1.070063, 4.125144], [-2.293614, 0.490847, 4.262514], [-4.484864, 1.411087, 4.535794], [-4.889284, -0.223123, 5.042224], [-5.922774, 1.022087, 2.804584], [-6.131874, -0.697033, 3.175944], [-3.069334, 1.111967, 1.968304], [-2.353234, -0.542833, 1.831814], [-0.394104, 4.232847, 2.339114], [0.002396, 5.404227, 1.324384], [-1.173794, 6.313447, 1.394954], [-2.258354, 5.439957, 1.598164], [-1.858824, 4.493497, 2.535654], [0.115436, 4.330407, 3.297734], [-0.037204, 3.257387, 2.008674], [0.066306, 4.892567, 0.364064], [1.003536, 5.805657, 1.481434], [-1.328834, 6.892997, 0.484894], [-1.154524, 7.062907, 2.186184], [-2.514924, 3.632697, 2.406574], [-2.044044, 4.908437, 3.526414], [3.418316, 2.615927, -1.856836], [3.251796, 3.753877, -2.740556], [1.748696, 4.127397, -2.509036], [1.395596, 3.508917, -1.284396], [2.628926, 3.115797, -0.624426], [4.485926, 2.547807, -1.647876], [2.966736, 1.695987, -2.228196], [3.428336, 3.365277, -3.743516], [3.838086, 4.650147, -2.537926], [1.118976, 3.614577, -3.236066], [1.624326, 5.205937, -2.412186], [2.395896, 2.289367, 0.046994], [3.030306, 3.948027, -0.046156], [-4.390944, 2.063987, -1.592676], [-3.653394, 2.807507, -0.435056], [-3.232344, 4.152687, -1.045906], [-4.001434, 4.168217, -2.235546], [-4.161314, 2.874957, -2.742366], [-5.475644, 2.037797, -1.488546], [-3.954234, 1.085607, -1.793056], [-2.774264, 2.251797, -0.108846], [-4.380884, 2.845027, 0.375784], [-2.187434, 4.303267, -1.317206], [-3.516714, 5.053947, -0.502816], [-3.274684, 2.584937, -3.306176], [-4.958364, 2.907087, -3.485176], [1.696596, -5.501653, 1.865304], [0.286086, -5.509863, 2.347414], [-0.107584, -4.020573, 2.407784], [1.116296, -3.318933, 2.451844], [2.243736, -4.225443, 2.579504], [1.864826, -5.315063, 0.804654], [2.232586, -6.381633, 2.220904], [0.259926, -5.847703, 3.383404], [-0.552374, -6.046143, 1.903014], [-0.778824, -3.772783, 3.230054], [-0.519234, -3.812273, 1.420234], [2.584996, -4.453363, 3.589304], [3.139996, -3.891773, 2.056544], [-0.001124, 0.500587, -0.097796], [0.953616, -0.123273, -1.206436], [2.277426, -0.634213, -0.490756], [2.039816, -0.038033, 0.813614], [0.691136, -0.007313, 1.205704], [-1.013404, 0.124967, -0.247126], [0.012936, 1.587887, -0.173236], [1.095986, 0.541897, -2.058126], [0.315566, -0.912233, -1.604586], [3.214746, -0.258603, -0.901176], [2.259986, -1.716503, -0.362546], [0.432256, 0.631767, 2.049894], [0.334566, -0.997393, 1.489774], [4.867706, -0.867823, -5.791536], [4.364766, -2.236583, -5.169506], [2.918816, -1.848213, -4.661536], [3.111256, -0.479033, -4.335106], [4.216736, 0.232427, -4.911326], [4.444396, -0.866413, -6.795976], [5.956076, -0.812523, -5.813926], [4.991426, -2.404593, -4.293626], [4.457956, -3.052843, -5.885846], [2.581276, -2.459173, -3.824346], [2.209216, -2.003433, -5.474226], [4.944876, 0.609137, -4.192996], [3.861516, 1.106707, -5.456816]],
  "forces_ev_per_a": [[0.70, -0.80, 0.91], [-0.69, -0.53, -0.54], [0.21, 1.13, -0.26], [0.16, 1.44, -0.50], [-0.44, -0.60, 0.22], [-0.08, -0.45, 0.13], [0.08, 0.18, 0.02], [0.46, 0.23, 0.14], [0.69, -0.13, 0.13], [0.03, 0.34, 0.24], [0.51, -0.26, -0.02], [-1.20, 0.08, 0.57], [-0.37, -0.56, -0.99], [1.89, -0.05, -0.34], [-0.59, 3.02, 1.66], [1.33, 0.28, 0.80], [-1.02, -1.55, -0.85], [0.00, -1.94, -0.05], [-0.18, 0.00, -0.03], [0.30, -0.48, -0.09], [0.03, 0.12, 0.11], [-0.41, 0.02, -0.04], [-0.64, 0.40, -0.54], [0.05, 0.05, -0.31], [-0.05, 0.00, -0.28], [-0.70, 0.11, -0.02], [-0.32, 1.65, -0.08], [-0.01, -0.40, 0.34], [-0.21, 1.01, -1.13], [-0.27, -0.24, 0.69], [1.16, -1.28, 0.55], [0.60, 0.01, 0.17], [0.01, 0.18, -0.19], [-0.27, 0.31, -0.14], [-0.09, -0.01, -0.27], [-0.23, -0.54, -0.14], [0.21, -0.63, 0.24], [-0.03, -0.18, -0.13], [-0.60, 0.11, 0.00], [-0.30, 0.61, 0.17], [-2.76, -2.64, 0.89], [0.13, 1.98, -0.02], [2.36, -1.02, -1.98], [0.44, 0.80, 1.62], [0.24, 0.33, -0.45], [-0.22, -0.63, -0.03], [0.12, 0.26, -0.62], [0.72, 0.04, 0.14], [0.64, 0.26, 0.34], [-0.62, -0.52, -0.47], [-0.57, 0.70, 0.46], [-0.21, -0.14, -0.14], [-0.55, 0.79, 0.61], [0.07, -1.24, -0.04], [1.57, 0.25, -0.42], [-1.53, -0.24, 0.47], [0.75, 0.42, 2.47], [-0.73, -0.57, -0.54], [0.06, 0.71, -0.50], [0.03, -0.01, -0.23], [0.36, 0.07, 0.28], [-0.04, -0.08, -0.74], [0.26, -0.08, -0.16], [0.39, 0.14, -0.25], [-0.58, -0.18, -0.98], [1.71, 0.99, 0.07], [0.86, -2.09, 0.44], [-0.26, 0.74, -0.35], [-0.77, 0.61, -0.95], [-0.85, -0.73, 0.49], [0.10, 0.35, 0.09], [-0.60, -0.06, -0.52], [-0.22, 0.32, -0.28], [-0.19, 0.28, 0.36], [-0.18, -0.24, -0.19], [0.33, -0.03, 0.48], [0.07, -0.15, 0.03], [0.04, -0.07, 0.36], [1.27, 0.34, 2.95], [-1.77, 1.12, -2.20], [0.63, -0.73, -0.16], [0.42, -0.04, 1.23], [-1.10, -1.36, -0.80], [0.06, -0.77, 0.17], [0.21, 0.06, 0.00], [0.00, 0.76, -0.42], [0.44, -0.40, 0.10], [-0.17, 0.72, -0.39], [-0.31, 0.03, -0.44], [-0.12, 0.14, 0.16], [0.44, 0.12, -0.24], [-0.02, -1.67, 1.57], [0.10, -0.64, 0.06], [-1.17, 0.12, -0.45], [-0.38, 1.84, -0.96], [0.96, 1.86, -2.50], [0.11, -0.47, 0.76], [-0.50, -0.33, 0.46], [-0.09, -0.13, 0.14], [0.38, 0.49, 0.27], [0.40, -0.64, 0.26], [-0.09, -0.31, 0.27], [0.51, -0.13, -0.08], [-0.20, -0.01, 0.14], [1.08, 0.47, 0.48], [-1.68, 0.56, 1.56], [0.72, -1.06, -1.25], [1.69, 0.65, 0.91], [-0.97, -1.09, -0.98], [-0.34, -0.42, -0.14], [0.11, -0.08, -0.38], [0.30, -0.25, 0.16], [0.54, -0.33, -0.71], [0.04, 0.10, -0.04], [-0.65, 0.53, 0.14], [-0.55, 0.30, 0.45], [-0.32, 0.67, -0.16], [1.35, -0.62, -0.30], [-0.87, -0.33, -0.06], [-3.29, 1.25, 0.91], [2.09, 0.21, 1.30], [-1.16, -0.11, -1.97], [-0.04, 0.11, 0.14], [-0.05, 0.02, 0.17], [0.31, 0.17, 0.24], [0.58, -0.58, -0.24], [-0.17, -0.01, 0.16], [0.23, -0.11, -0.25], [0.93, 0.32, 0.07], [0.03, -0.36, -0.13], [-0.74, -0.77, 0.11], [-0.08, 1.59, 0.51], [2.59, -0.11, -1.53], [-1.31, 1.13, 1.48], [0.13, -2.14, -0.93], [0.29, 0.41, -0.18], [-0.10, 0.02, -0.18], [-0.03, -0.44, 0.04], [-0.20, 0.00, 0.18], [0.16, 0.45, 0.32], [-0.25, 0.36, -0.12], [-0.27, -0.26, 0.62], [-0.22, -0.17, -0.22]],
  "mulliken_charge": [-0.18, -0.38, -0.52, -0.48, 0.39, 0.28, 0.07, 0.14, 0.34, 0.29, 0.28, -0.50, 0.34, -0.31, -0.58, -0.37, -0.41, -0.44, 0.30, 0.20, 0.35, 0.17, 0.27, 0.28, 0.29, 0.25, -0.53, -0.62, -0.55, -0.35, 0.29, 0.23, 0.25, 0.30, 0.33, 0.32, 0.29, 0.30, -0.27, -0.84, 0.05, -0.55, -0.42, -0.23, 0.38, 0.29, 0.34, -0.14, 0.38, 0.32, 0.28, 0.13, -0.44, -0.59, -0.51, -0.45, 0.86, 0.14, 0.37, 0.25, 0.32, 0.22, 0.34, -0.64, 0.12, 0.10, -0.07, -0.62, -0.42, -0.05, 0.40, -0.42, -0.21, 0.45, 0.36, 0.28, -0.12, 0.31, 0.49, -0.87, -0.58, -0.13, -0.27, 0.38, -0.58, 0.24, 0.41, 0.38, 0.23, -0.11, 0.37, 0.14, 0.98, 0.03, -0.54, -0.62, 0.37, -0.30, -0.79, 0.07, 0.07, 0.01, 0.22, 0.35, -0.78, -0.26, -0.06, -0.04, -0.46, 0.28, 0.37, -0.01, 0.39, 0.17, -0.02, 0.06, 0.40, 1.13, -0.32, -0.64, -0.47, -0.34, -0.12, -0.50, 0.13, 0.29, 0.21, 0.41, 0.43, -0.18, -0.63, -0.64, -0.43, -0.33, -0.32, 0.29, 0.35, 0.29, 0.38, 0.25, 0.29, 0.24, 0.26],
  "relative_energy_kcal_mol": 90.6,
  "smiles": "C1CCOC1.C1CCOC1.C1CCOC1.C1CCOC1.C1CCOC1.C1CCOC1.C1CCOC1.C1CCOC1.C1CCOC1.C1CCOC1.C1CCOC1",
  "e_homo_ev": -9.03,
  "orbital_gap_ev": 9.5,
  "total_charge": 0,
  "largest_force_ha_per_bohr": 0.0762,
  "e_lumo_ev": 0.5
}